(1)
Formula: C2H4FP
Source: OMol25
Level of theory: ωB97M-V with the def2-TZVPD basis set

Properties
frontier orbital gap: 0.3023 Eh
total charge: 0
E_HOMO: -8.795 eV

Each line ends with the natural charge from an NBO analysis.
Atoms and positions in Å:
C: 1.88 -0.30 0.19  -0.8529
C: -2.22 0.28 -0.08  0.1941
F: -3.08 -0.47 0.57  -0.3326
P: 0.37 0.25 0.39  0.5015
H: 2.15 -1.29 0.53  0.2259
H: 2.82 0.05 -0.32  0.2316
H: -2.15 -0.15 -1.17  0.0568
H: 0.23 1.64 -0.09  -0.0244


(2)
Formula: C2H4FP
Source: OMol25
Level of theory: ωB97M-V with the def2-TZVPD basis set

Properties
frontier orbital gap (alpha / beta): 0.2721 / 0.2700 Eh
total charge: 0
E_HOMO (alpha / beta): -8.595 / -8.556 eV

Each line ends with the natural charge from an NBO analysis.
Atoms and positions in Å:
C: -0.34 1.18 -0.51  0.4058
C: 0.91 0.77 0.07  -0.8305
F: -0.99 2.07 0.21  -0.3378
P: -3.28 -0.23 0.05  0.1216
H: 1.46 1.35 0.86  0.2221
H: 1.67 0.70 -0.78  0.2657
H: 0.50 -0.21 0.49  0.2851
H: -1.99 -0.04 -0.34  -0.1321


Stability verdict: (1), ahead by 24.6 kcal/mol


(1)
Formula: C23H29NO4
Source: OMol25
Level of theory: ωB97M-V with the def2-TZVPD basis set

Properties
SMILES: COC(=O)c1ccc(CN2CCC(CO)(Cc3ccc(OC)cc3)CC2)cc1
frontier orbital gap: 0.3275 Eh
total charge: 0
E_HOMO: -8.348 eV

Each line ends with the natural charge from an NBO analysis.
Atoms and positions in Å:
C: 4.31 -6.09 -1.08  -0.2580
O: 3.95 -4.72 -0.97  -0.5089
C: 2.64 -4.46 -1.08  0.7861
O: 1.81 -5.31 -1.26  -0.5983
C: 2.34 -3.01 -0.96  -0.1925
C: 3.33 -2.06 -0.75  -0.1499
C: 3.00 -0.73 -0.65  -0.2491
C: 1.67 -0.32 -0.75  0.1027
C: 1.32 1.14 -0.65  -0.2734
N: 1.81 1.73 0.59  -0.4432
C: 1.40 1.03 1.80  -0.2255
C: -0.10 1.13 2.08  -0.4390
C: -0.62 2.58 2.12  -0.0405
C: -0.21 3.23 3.46  -0.0616
O: -0.74 4.52 3.66  -0.7144
C: -2.17 2.57 2.06  -0.4196
C: -2.73 1.93 0.83  -0.0671
C: -2.98 0.56 0.80  -0.1340
C: -3.41 -0.07 -0.36  -0.3325
C: -3.60 0.66 -1.52  0.2973
O: -3.99 0.15 -2.72  -0.4925
C: -4.21 -1.24 -2.82  -0.2512
C: -3.40 2.04 -1.48  -0.2556
C: -2.97 2.66 -0.33  -0.1910
C: -0.05 3.37 0.93  -0.4378
C: 1.45 3.13 0.71  -0.2150
C: 0.68 -1.27 -0.96  -0.2583
C: 1.01 -2.61 -1.06  -0.1433
H: 5.39 -6.13 -0.98  0.1942
H: 4.00 -6.49 -2.05  0.1937
H: 3.83 -6.68 -0.30  0.1934
H: 4.36 -2.38 -0.66  0.2290
H: 3.76 0.02 -0.48  0.2250
H: 1.80 1.68 -1.47  0.2113
H: 0.23 1.24 -0.77  0.1774
H: 1.69 -0.02 1.70  0.2119
H: 1.98 1.46 2.62  0.1910
H: -0.32 0.64 3.03  0.2117
H: -0.62 0.59 1.29  0.2173
H: -0.60 2.63 4.28  0.1805
H: 0.88 3.25 3.54  0.1594
H: -0.38 5.11 2.99  0.4615
H: -2.51 3.61 2.13  0.2263
H: -2.54 2.05 2.95  0.2112
H: -2.85 -0.03 1.69  0.2041
H: -3.58 -1.14 -0.34  0.2200
H: -3.30 -1.81 -2.59  0.1747
H: -4.50 -1.42 -3.85  0.2014
H: -5.02 -1.57 -2.15  0.1758
H: -3.58 2.61 -2.38  0.2243
H: -2.84 3.73 -0.32  0.2124
H: -0.58 3.06 0.02  0.2218
H: -0.23 4.44 1.06  0.1952
H: 1.77 3.65 -0.20  0.2005
H: 2.02 3.54 1.55  0.1895
H: -0.35 -0.96 -1.04  0.2177
H: 0.25 -3.36 -1.22  0.2336


(2)
Formula: C23H29NO4
Source: OMol25
Level of theory: ωB97M-V with the def2-TZVPD basis set

Properties
frontier orbital gap: 0.2875 Eh
total charge: 0
E_HOMO: -7.237 eV

Each line ends with the natural charge from an NBO analysis.
Atoms and positions in Å:
C: -0.81 2.81 -3.85  -0.3147
H: -1.18 3.91 -3.74  0.2150
O: -1.61 2.19 -2.65  -0.4814
C: -1.32 0.98 -2.51  0.2037
C: -0.66 0.29 -3.33  0.2068
C: -0.36 -1.22 -3.03  0.2446
C: -0.75 -1.74 -1.89  -0.2998
C: -1.79 -0.86 -1.02  0.0394
C: -1.94 0.44 -1.44  -0.2673
H: -2.42 1.14 -0.74  0.2200
C: -2.27 -1.57 0.27  -0.2186
N: -1.34 -1.26 1.29  -0.4746
C: -1.02 0.39 1.72  -0.2310
H: -0.71 0.59 0.79  0.2606
C: -0.02 0.51 2.74  -0.0791
C: -0.07 -0.44 3.93  -0.4134
C: -0.39 -1.74 3.68  -0.4120
C: -1.52 -1.92 2.56  -0.2130
H: -1.92 -3.05 2.43  0.1857
H: -2.46 -1.61 2.99  0.1381
H: 0.31 -2.31 3.18  0.1925
H: -0.71 -2.57 4.41  0.2231
H: -1.06 -0.12 4.51  0.1974
H: 0.79 -0.49 4.62  0.2331
C: -0.29 1.89 3.15  0.0139
O: -1.19 2.27 3.95  -0.6525
H: -1.85 2.36 3.30  0.4688
H: 0.00 2.43 2.30  0.1753
H: 0.93 2.14 3.78  0.0665
C: 1.59 0.15 2.27  -0.4371
C: 1.68 0.40 0.79  0.0274
C: 1.87 1.88 0.37  -0.2441
C: 2.22 2.10 -0.88  -0.2339
C: 2.35 1.28 -1.89  -0.2687
C: 2.19 -0.11 -1.53  -0.1478
C: 1.82 -0.72 -0.15  -0.0567
C: 1.55 -1.90 0.18  -0.6142
H: 1.99 -2.72 -0.74  0.2034
H: 0.73 -2.17 0.61  0.2465
H: 2.52 -2.46 0.72  0.2264
H: 2.44 -0.95 -2.15  0.1860
H: 2.71 1.24 -3.04  0.2394
H: 2.41 3.21 -1.27  0.1947
H: 2.04 2.69 1.11  0.2260
H: 1.62 -0.93 2.28  0.2210
H: 2.22 0.77 3.01  0.2418
H: -1.87 0.71 2.13  0.1666
H: -3.04 -0.73 0.72  0.1338
H: -2.56 -2.48 0.28  0.2024
H: -0.79 -2.89 -1.67  0.2123
O: 0.21 -1.96 -3.91  -0.4551
C: 0.53 -1.00 -4.89  0.2979
O: -0.09 0.24 -4.39  -0.4933
H: 1.82 -0.85 -4.91  0.1240
H: 0.34 -1.31 -5.77  0.1528
H: 0.34 2.59 -3.76  0.2191
H: -1.22 2.48 -4.87  0.2025


Stability verdict: (1), ahead by 473.9 kcal/mol


(1)
Formula: C24H14Cl7N3O2Y
Source: OMol25
Level of theory: ωB97M-V with the def2-TZVPD basis set

Properties
frontier orbital gap: 0.2186 Eh
total charge: -1
E_HOMO: -4.150 eV

Each line ends with the Mulliken charge.
Atoms and positions in Å:
Y: 0.58 1.35 -1.06  0.6912
C: 2.21 -0.80 2.67  -0.3622
C: 2.12 -1.63 1.56  -0.3496
C: 2.70 -1.25 0.36  -0.1308
C: 3.38 -0.05 0.27  -0.9235
C: 3.48 0.78 1.38  -0.0533
C: 2.89 0.41 2.58  -0.5051
H: 1.74 -1.08 3.60  0.3473
H: 1.60 -2.57 1.64  0.4580
H: 2.60 -1.88 -0.52  0.3585
H: 3.81 0.25 -0.68  0.3964
H: 3.99 1.73 1.30  0.4655
H: 2.94 1.07 3.43  0.4099
O: -0.62 2.58 -1.83  -0.8931
N: -3.60 3.30 -1.33  -0.2467
N: -3.75 2.24 -1.09  0.2517
O: -0.69 -0.24 0.74  -0.1209
C: -2.65 -1.99 0.48  0.0961
C: -1.79 -2.87 1.09  -0.4356
C: -2.30 -4.10 1.46  -0.4568
C: -3.63 -4.42 1.21  -0.4894
C: -4.47 -3.50 0.58  -0.4480
C: -3.98 -2.26 0.20  -0.4103
H: -0.76 -2.58 1.27  0.4519
H: -1.66 -4.82 1.95  0.4077
H: -4.02 -5.38 1.50  0.3651
H: -5.50 -3.75 0.38  0.3950
H: -4.60 -1.52 -0.28  0.4742
Cl: -0.75 2.19 2.79  -0.2349
C: 0.46 3.27 2.13  1.0377
C: 1.05 2.94 0.92  -1.1991
C: 1.99 3.86 0.49  1.1744
Cl: 2.81 3.50 -1.04  -0.2517
C: 2.36 5.02 1.16  -0.6717
Cl: 3.57 6.09 0.53  -0.2129
C: 1.74 5.30 2.37  0.6971
Cl: 2.16 6.72 3.25  -0.2208
C: 0.78 4.42 2.86  -0.4624
Cl: 0.01 4.76 4.38  -0.2119
Cl: -1.98 -0.45 -0.06  0.3774
C: -1.04 -0.63 -1.87  -0.0468
C: -1.62 -1.61 -2.57  0.5227
C: -1.34 -2.10 -3.90  -1.1547
C: -0.43 -1.68 -4.82  -0.1761
C: 0.64 -0.78 -4.76  -0.0988
Cl: 1.40 -0.27 -6.26  -0.2853
C: 1.30 -0.37 -3.62  0.5925
N: 1.93 -0.06 -2.68  -0.6009
H: -2.48 -2.12 -2.13  0.1493
H: -2.01 -2.88 -4.23  0.2563
H: -0.56 -2.11 -5.81  0.2772


(2)
Formula: C24H14Cl7N3O2Y
Source: OMol25
Level of theory: ωB97M-V with the def2-TZVPD basis set

Properties
frontier orbital gap: 0.2156 Eh
total charge: -1
E_HOMO: -3.645 eV

Each line ends with the natural charge from an NBO analysis.
Atoms and positions in Å:
Y: 0.35 -0.20 -0.45  1.7508
C: -3.68 -1.19 -2.41  -0.3364
C: -4.18 -0.33 -1.39  -0.2035
C: -3.52 0.19 -0.29  -0.3736
C: -2.16 -0.14 -0.21  -0.5401
C: -1.58 -2.38 -1.58  -0.1382
C: -2.54 -1.99 -2.51  -0.2103
H: -4.30 -1.24 -3.29  0.1990
H: -5.16 0.09 -1.61  0.1975
H: -3.95 0.98 0.31  0.2114
H: -1.44 -0.69 1.60  -0.1710
H: -2.43 -2.35 0.57  0.0244
H: -2.41 -2.50 -3.46  0.2241
O: 1.91 0.08 1.20  -0.5978
N: 1.56 0.78 2.20  0.1770
N: 0.65 1.64 1.92  0.1507
O: 0.14 1.76 0.72  -0.6396
C: 0.17 2.49 2.96  0.1867
C: 0.82 2.56 4.19  -0.2382
C: 0.31 3.41 5.16  -0.2081
C: -0.82 4.18 4.91  -0.2230
C: -1.45 4.10 3.68  -0.2031
C: -0.96 3.25 2.69  -0.2321
H: 1.69 1.96 4.37  0.2406
H: 0.81 3.47 6.12  0.2099
H: -1.20 4.84 5.67  0.2076
H: -2.33 4.69 3.47  0.2116
H: -1.42 3.16 1.72  0.2567
Cl: 3.45 -0.96 -1.53  0.0649
C: 2.72 0.15 -2.69  -0.0283
C: 1.43 0.55 -2.43  -0.5840
C: 0.85 1.47 -3.28  0.0612
Cl: -0.76 2.02 -2.86  0.0465
C: 1.52 1.98 -4.39  -0.1324
Cl: 0.77 3.13 -5.43  0.0290
C: 2.82 1.53 -4.64  -0.0816
Cl: 3.67 2.13 -6.02  0.0317
C: 3.44 0.61 -3.79  -0.0891
Cl: 5.05 0.08 -4.10  0.0330
Cl: 2.81 -4.28 -2.14  -0.1017
C: 1.62 -3.97 -0.82  -0.1814
C: 2.10 -4.38 0.46  -0.1993
C: 1.60 -4.08 1.67  -0.2514
C: 0.47 -3.22 1.89  -0.2959
C: -0.27 -2.70 0.90  -0.3991
Cl: -1.45 -1.63 0.04  0.7244
C: 0.48 -3.38 -1.22  0.2755
N: -0.64 -3.32 -1.79  -0.4756
H: 3.01 -4.96 0.42  0.2186
H: 2.13 -4.44 2.54  0.2014
H: 0.27 -2.95 2.93  0.2004


Stability verdict: (1), ahead by 327.1 kcal/mol